Below is 6 unconnected molecules or ions with the total composition C22H31N3O9 at a distorted geometry, with properties calculated with ωB97M-V/def2-TZVPD.

Each atom is followed by the atoms it is bonded to, with distances in Å.
Cartesian coordinates (Å):
1 O -0.27 -0.11 -1.03  C29 1.316, C31 1.448
2 O 1.28 1.49 -1.34  C29 1.187
3 O 2.44 0.55 2.01  C13 1.412, C15 1.336
4 O 0.97 4.77 4.15  C17 1.431, C33 1.336
5 O 2.35 -1.67 1.61  C15 1.188
6 O 1.97 4.96 2.18  C16 1.419, C33 1.360
7 O 2.93 5.86 4.00  C33 1.180
8 O -0.13 1.53 0.41  C29 1.369, C30 1.423
9 O 4.07 -0.45 0.92  C15 1.346, C21 1.421
10 N -3.08 -1.90 2.06  C25 1.338, C28 1.322
11 N -0.12 -6.66 -3.09  C20 1.150
12 N 2.07 -0.09 -7.05  C27 1.146
13 C 3.19 1.61 1.48  O3 1.412, C21 1.560, H43 1.085, H52 1.092
14 C -5.44 -2.13 2.27  C19 1.378, C28 1.391, H48 1.082
15 C 2.87 -0.62 1.52  O3 1.336, O5 1.188, O9 1.346
16 C 0.85 4.12 1.96  O6 1.419, C17 1.517, H37 1.087, H53 1.088
17 C 0.00 4.34 3.19  O4 1.431, C16 1.517, H35 1.091, H56 1.087
18 C -1.35 -4.32 -0.85  C24 1.524, C34 1.542, H36 1.098, H59 1.089
19 C -5.39 -1.70 3.58  C14 1.378, C23 1.392, H55 1.083
20 C -0.77 -6.30 -2.22  N11 1.150, C34 1.467
21 C 4.35 0.93 0.69  O9 1.421, C13 1.560, H38 1.094, H62 1.086
22 C 2.89 2.65 -4.76  C26 1.539, H40 1.093, H46 1.090, H58 1.091
23 C -4.15 -1.44 4.16  C19 1.392, C25 1.393, H49 1.080
24 C -0.02 -4.27 -0.12  C18 1.524, H47 1.088, H50 1.093, H61 1.091
25 C -3.03 -1.46 3.33  N10 1.338, C23 1.393, H60 1.083
26 C 1.41 2.26 -4.54  C22 1.539, C32 1.538, H51 1.091, H65 1.087
27 C 1.49 0.72 -6.49  N12 1.146, C32 1.456
28 C -4.25 -2.25 1.56  N10 1.322, C14 1.391, H45 1.085
29 C 0.36 1.01 -0.76  O1 1.316, O2 1.187, O8 1.369
30 C -0.85 0.51 1.09  O8 1.423, C31 1.549, H39 1.089, H63 1.089
31 C -1.30 -0.43 -0.06  O1 1.448, C30 1.549, H41 1.082, H42 1.084
32 C 0.73 1.77 -5.83  C26 1.538, C27 1.456, H54 1.095, H57 1.090
33 C 2.04 5.26 3.51  O4 1.336, O6 1.360, O7 1.180
34 C -1.69 -5.78 -1.20  C18 1.542, C20 1.467, H44 1.087, H64 1.094
35 H -0.75 5.12 3.06  C17 1.091
36 H -2.15 -4.00 -0.16  C18 1.098
37 H 1.17 3.08 1.89  C16 1.087
38 H 4.21 1.09 -0.38  C21 1.094
39 H -1.71 0.99 1.55  C30 1.089
40 H 3.42 1.98 -5.43  C22 1.093
41 H -2.30 -0.29 -0.47  C31 1.082
42 H -1.00 -1.42 0.27  C31 1.084
43 H 2.66 2.30 0.83  C13 1.085
44 H -1.64 -6.35 -0.28  C34 1.087
45 H -4.32 -2.66 0.55  C28 1.085
46 H 3.06 3.66 -5.16  C22 1.090
47 H 0.08 -5.07 0.61  C24 1.088
48 H -6.39 -2.31 1.77  C14 1.082
49 H -4.10 -1.20 5.21  C23 1.080
50 H 0.80 -4.35 -0.83  C24 1.093
51 H 1.44 1.42 -3.85  C26 1.091
52 H 3.65 2.17 2.30  C13 1.092
53 H 0.37 4.39 1.02  C16 1.088
54 H 0.67 2.60 -6.54  C32 1.095
55 H -6.28 -1.59 4.18  C19 1.083
56 H -0.50 3.44 3.53  C17 1.087
57 H -0.30 1.44 -5.69  C32 1.090
58 H 3.40 2.53 -3.81  C22 1.091
59 H -1.44 -3.56 -1.63  C18 1.089
60 H -2.05 -1.21 3.71  C25 1.083
61 H 0.15 -3.30 0.35  C24 1.091
62 H 5.35 1.26 0.96  C21 1.086
63 H -0.21 -0.02 1.79  C30 1.089
64 H -2.66 -5.98 -1.67  C34 1.094
65 H 0.94 3.07 -3.99  C26 1.087

Computed properties:
Charge: 0
SMILES: O=C1OCCO1.O=C1OCCO1.O=C1OCCO1.c1ccncc1.CCCC#N.CCCC#N
LUMO level, eV: 0.07
Total energy, eV: -46213.5229
Highest occupied orbital energy, eV: -10.52

Okay, here come the Mulliken numbers, in e, for every atom: O -0.366; O -0.601; O -0.285; O -0.355; O -0.549; O -0.354; O -0.519; O -0.192; O -0.362; N -0.173; N -0.438; N -0.423; C -0.022; C -0.798; C 0.650; C 0.636; C -0.359; C 0.172; C -0.138; C 0.230; C -0.278; C -1.193; C -0.637; C -0.930; C -0.192; C -0.008; C 0.252; C 0.056; C 0.562; C -0.340; C 0.204; C -0.494; C 0.632; C -0.626; H 0.259; H -0.134; H -0.557; H 0.122; H 0.395; H 0.363; H 0.196; H -0.151; H 0.049; H 0.318; H 0.356; H 0.305; H 0.332; H 0.353; H 0.392; H 0.326; H -0.017; H 0.372; H 0.320; H 0.257; H 0.371; H 0.266; H 0.315; H 0.263; H 0.313; H 0.413; H 0.151; H 0.334; H 0.218; H 0.349; H 0.391